Entry 1:
C2H3ClFP | ωB97M-V/def2-TZVPD

The geometry in ORCA input format:
```
! wB97M-V def2-TZVPD RIJCOSX def2/J DEFGRID3
* xyz 0 1
C 0.98339 -0.33471 0.65681
C -1.11430 0.10336 -0.58750
F 0.68583 1.77007 -0.65749
P -0.08112 1.07070 0.59476
Cl -2.32641 -0.91224 -0.02991
H 0.94220 -0.86915 1.50972
H 1.45402 -0.51638 -0.17127
H -0.54361 -0.31164 -1.31512
*
```

molecular weight: 112.471 g mol⁻¹
Kohn-Sham gap (alpha / beta): 8.37 / 7.89 eV
lowest unoccupied orbital energy (alpha / beta): -0.62 / -0.83 eV
structure (SMILES): C=P(F)=CCl
ΔE to the lowest compared entry with this formula, charge and spin: 300.4 kJ/mol

Here are the Mulliken charges for atoms 1 to 2, given in e:
1. C -0.821
2. C -0.217


Entry 2:
C45H105N6O13 | ωB97M-V/def2-TZVPD

The geometry in ORCA input format:
```
! wB97M-V def2-TZVPD RIJCOSX def2/J DEFGRID3
* xyz 3 1
C 1.23515 1.12855 1.89884
C 0.32529 0.17702 1.15367
O -0.50020 -0.48066 1.79442
N 0.29189 0.32241 -0.18065
H -1.07073 2.48650 -1.40323
H 1.01376 0.73443 -0.66890
C -0.71066 -0.52025 -0.87547
H 2.07020 1.55319 1.31771
H 1.64420 0.57985 2.77799
H 0.63799 1.89779 2.38869
H -0.34106 -1.50120 -1.15234
H -0.97819 -0.02369 -1.78503
H -1.55788 -0.61299 -0.23378
C -2.31913 -2.71020 3.55863
C -2.64355 -2.93690 2.12820
C -2.23754 -4.34759 1.63399
C -0.96274 -4.19915 0.72111
N -0.23323 -5.43096 0.23559
C 0.12108 -6.37270 1.30168
C 1.06084 -7.34925 0.58798
C 1.86635 -6.35490 -0.27927
C 1.15799 -4.99376 -0.23368
C -1.02090 -6.06938 -0.92256
H -2.80990 -3.41777 4.20430
H -2.64412 -1.70179 3.82080
H -1.25896 -2.81192 3.67142
H -2.17232 -2.22826 1.47200
H -3.71290 -2.74369 1.94844
H -3.04609 -4.94782 1.19489
H -1.99576 -4.90937 2.56088
H -0.34846 -3.60481 1.38541
H -1.21603 -3.63068 -0.17950
H -0.73999 -6.90988 1.70247
H 0.52597 -5.80820 2.14295
H 0.51250 -8.15367 0.06066
H 1.71167 -7.81969 1.29362
H 1.95164 -6.66774 -1.32764
H 2.86904 -6.16240 0.10965
H 1.04028 -4.41802 -1.16803
H 1.54558 -4.37668 0.55865
H -1.93442 -5.50267 -0.90718
H -1.17589 -7.15349 -0.79065
H -0.50987 -5.82220 -1.83836
C 3.79493 -4.05807 4.25858
C 3.68169 -2.77902 3.46190
C 4.75510 -2.59594 2.38237
C 4.33596 -1.34810 1.57204
N 5.26046 -1.06066 0.46177
C 6.54437 -0.53136 1.03430
C 6.34119 0.91151 1.24144
C 5.44163 1.40948 0.10826
C 4.75017 0.13681 -0.34791
C 5.54743 -2.32148 -0.35698
H 4.81299 -4.19161 4.57808
H 3.53588 -4.91842 3.65057
H 3.14898 -3.89109 5.10790
H 3.71377 -1.91170 4.15157
H 2.70422 -2.70166 3.05925
H 4.78829 -3.41289 1.67690
H 5.69612 -2.53992 2.89431
H 4.16152 -0.46500 2.19954
H 3.38859 -1.47530 1.02226
H 7.25073 -0.69254 0.23683
H 6.79186 -1.15954 1.86304
H 7.24772 1.53517 1.28289
H 5.81157 1.04894 2.18672
H 6.08614 1.88812 -0.61894
H 4.66531 2.16303 0.28837
H 4.91382 -0.03810 -1.43654
H 3.64933 0.01327 -0.24522
H 6.21251 -2.95390 0.17925
H 6.08330 -1.96163 -1.23733
H 4.58275 -2.74886 -0.60717
C 6.09055 2.05560 -3.16825
O 4.67727 2.13361 -2.77039
C 3.90313 3.20823 -3.19335
C 2.42925 2.92692 -3.28367
N 2.18665 1.80626 -4.24255
H 2.89192 1.76481 -4.98499
H 2.21123 0.65800 -3.74805
C 0.85782 1.95846 -4.89900
C 0.69657 0.78426 -5.89355
O 0.54930 -0.39176 -5.02157
C -0.76113 -0.67637 -4.75391
H 6.25709 1.00627 -3.45165
H 6.79842 2.24062 -2.34655
H 6.29406 2.75254 -3.98086
H 4.26538 3.47235 -4.19357
H 4.06581 4.05385 -2.52710
H 1.96950 3.82045 -3.70037
H 2.01490 2.67967 -2.31179
H 0.74783 2.95228 -5.35886
H 0.17317 1.92377 -4.05013
H 1.61610 0.57245 -6.46529
H -0.19951 1.01406 -6.46897
H -1.35533 -1.05338 -5.59028
H -1.28945 0.23159 -4.44517
H -0.74269 -1.38248 -3.89312
C -4.81576 6.19502 5.03270
O -3.38368 6.57432 5.21289
C -3.16196 7.80839 5.78570
C -1.97712 7.70904 6.74337
N -0.92035 6.90735 5.98749
H -1.48156 6.27477 5.32607
H -0.48929 7.53951 5.32527
C 0.19104 6.20195 6.73544
C 1.15368 5.66766 5.74247
O 0.57841 4.67493 4.85184
C 0.29787 3.38358 5.45410
H -5.20055 5.96663 6.00654
H -4.85869 5.42293 4.28384
H -5.36210 7.04409 4.58574
H -4.09679 8.13945 6.29114
H -2.94471 8.66593 5.03827
H -2.19725 7.13763 7.65050
H -1.63361 8.74532 6.94733
H -0.29132 5.40026 7.26274
H 0.68832 6.92498 7.35645
H 2.06356 5.33980 6.31908
H 1.48375 6.54186 5.13194
H -0.59524 3.42631 6.07642
H 1.18448 3.20273 6.01794
H 0.05865 2.67458 4.63755
C -4.40229 1.11441 -5.42269
O -4.84345 1.68638 -4.24081
C -6.16381 1.29104 -3.95907
C -6.14308 -0.21259 -3.51802
N -5.37408 -0.43074 -2.22707
H -4.40828 -1.96785 -2.85370
H -4.71953 0.31512 -2.05666
C -6.18394 -0.64481 -0.99839
C -5.56894 0.08083 0.10594
O -4.21234 -0.38221 0.31315
C -3.55947 0.49515 1.27610
H -3.68268 1.73915 -5.89823
H -5.19976 0.97072 -6.15662
H -3.93677 0.13363 -5.28314
H -6.84473 1.36542 -4.82453
H -6.54173 1.94362 -3.16601
H -5.73922 -0.76841 -4.37620
H -7.15514 -0.63476 -3.41927
H -6.16499 -1.69823 -0.72259
H -7.16736 -0.25887 -1.13390
H -6.07451 -0.15951 1.04762
H -5.56719 1.17231 0.00720
H -3.37968 1.47995 0.87589
H -2.51742 0.12300 1.43362
H -4.16556 0.54360 2.12572
C -3.33759 4.03055 -3.09225
C -2.71407 2.97219 -2.24167
O -1.35529 3.07495 -2.21507
O -3.25977 2.12822 -1.57299
H -3.18341 4.96429 -2.55433
H -4.37217 3.78797 -3.29069
H -2.86853 4.09613 -4.07495
C 2.64272 -2.29456 -3.69500
C 2.23041 -1.37297 -2.56270
O 2.00793 -0.12731 -2.76632
O 2.20139 -1.77167 -1.40257
H 2.53703 -3.31850 -3.40194
H 3.67176 -2.09259 -3.91009
H 2.03477 -1.97549 -4.52496
C -2.79165 -4.67285 -3.84263
C -3.04441 -3.46111 -3.00079
O -4.00232 -2.71087 -3.44227
O -2.36515 -3.21907 -2.03739
H -3.69905 -5.26826 -4.01636
H -2.12028 -5.34102 -3.32646
H -2.27323 -4.34047 -4.74317
*
```

molecular weight: 938.364 g mol⁻¹
Kohn-Sham gap: 8.34 eV
lowest unoccupied orbital energy: -5.13 eV

Here are the Mulliken charges for atoms 1 to 2, given in e:
1. C -0.955
2. C 0.584


Entry 3:
C28H80N4O10 | ωB97M-V/def2-TZVPD

The geometry in ORCA input format:
```
! wB97M-V def2-TZVPD RIJCOSX def2/J DEFGRID3
* xyz 0 1
C 2.20136 -2.69849 -4.35911
C 1.14617 -2.11735 -3.41942
O -0.14659 -2.40987 -3.91413
H 2.35706 -1.99541 -5.18297
H 1.84747 -3.61748 -4.82147
H 3.13977 -2.79969 -3.81559
H 1.28064 -1.02549 -3.41373
H 1.31872 -2.52569 -2.41465
H -0.76347 -1.82246 -3.44856
C 4.31996 3.58389 -4.34508
C 2.89787 3.09735 -4.46091
O 2.14505 3.30038 -3.26320
H 4.42635 4.67102 -4.36645
H 4.88765 3.26431 -5.22736
H 4.82332 3.17120 -3.47181
H 2.88862 2.01490 -4.59097
H 2.42201 3.57143 -5.32443
H 1.85690 4.21647 -3.21567
C 0.47281 0.69935 6.65869
C -0.60624 1.77030 6.90024
O -1.75879 1.23029 7.56660
H 0.29734 0.19990 5.70711
H 0.34785 -0.09810 7.39204
H 1.44037 1.18879 6.74131
H -0.98516 2.12276 5.94310
H -0.24923 2.61841 7.48638
H -1.61716 1.28302 8.51520
C -3.02118 -1.96150 -1.11962
C -3.01899 -0.65909 -1.88173
O -1.82378 -0.56818 -2.66210
H -2.84456 -2.80351 -1.79280
H -3.96597 -2.13789 -0.60056
H -2.21281 -2.03204 -0.38394
H -3.10112 0.22291 -1.24305
H -3.86911 -0.67875 -2.57331
H -1.39622 0.28955 -2.48304
C 5.28792 -1.32987 -1.79925
C 5.74177 -0.29912 -0.79153
O 6.65281 -0.95681 0.10134
H 4.92153 -2.23515 -1.31990
H 6.06520 -1.55358 -2.52857
H 4.43541 -0.99351 -2.40218
H 4.95317 0.19925 -0.22692
H 6.30287 0.45652 -1.35940
H 6.92287 -0.33657 0.78381
C -0.45970 2.07317 -5.21242
C -0.13774 1.99471 -6.69678
O -1.01522 1.15591 -7.41673
H 0.16555 2.83821 -4.75339
H -0.23359 1.11097 -4.74954
H -1.51256 2.31215 -5.06433
H 0.90162 1.64442 -6.79431
H -0.14518 2.97558 -7.17515
H -0.79255 0.23308 -7.26584
C -7.02650 -2.23377 2.18640
C -6.95416 -2.60098 3.64494
C -5.81980 -1.92000 4.37080
O -4.63884 -2.67523 4.17187
C -3.45504 -1.94615 4.21030
N -8.21671 -2.25479 4.37239
H -7.83059 -2.70663 1.62253
H -6.08931 -2.55241 1.71221
H -7.11712 -1.15252 2.05698
H -6.85272 -3.66748 3.84747
H -5.98957 -1.99565 5.45341
H -5.75546 -0.85736 4.10365
H -3.53613 -1.00230 3.64181
H -2.64853 -2.49307 3.72585
H -3.19303 -1.63732 5.23210
H -8.96560 -2.22868 3.68661
H -8.19424 -1.30881 4.74426
C -2.13878 5.61444 -0.27556
C -1.79440 4.14420 -0.00350
C -2.17860 3.71817 1.38193
O -1.24088 4.22534 2.30108
C -1.31381 3.61797 3.56564
N -2.37588 3.24107 -0.99674
H -1.69206 5.91301 -1.22732
H -1.79411 6.29207 0.50389
H -3.22165 5.71650 -0.40387
H -0.70515 4.08823 -0.12775
H -2.33497 2.64084 1.53737
H -3.18877 4.12599 1.60105
H -0.62039 2.76937 3.62301
H -2.32761 3.26689 3.78276
H -1.01970 4.32874 4.33751
H -2.37207 3.71096 -1.89799
H -3.36413 3.11646 -0.78368
C 2.15520 0.55614 -0.54326
C 0.67652 0.29066 -0.73024
C -0.16608 0.36043 0.53265
O 0.23276 -0.63782 1.44988
C 0.03450 -0.27607 2.80859
N 0.07859 1.22671 -1.72333
H 2.62368 -0.02095 0.25955
H 2.41389 1.59947 -0.33066
H 2.69662 0.30838 -1.46228
H 0.50690 -0.67843 -1.20846
H -1.19310 0.10869 0.23260
H -0.13134 1.38911 0.91391
H -1.01950 -0.48999 3.02104
H 0.33139 0.75381 3.02034
H 0.64849 -0.90658 3.45328
H 0.86298 1.48692 -2.32165
H -0.21760 2.12737 -1.35316
C 3.68374 -2.66735 2.12205
C 3.25446 -3.03201 0.72245
C 3.86831 -4.30942 0.20933
O 3.62517 -4.41991 -1.18882
C 4.72540 -4.87224 -1.92346
N 1.78339 -3.17621 0.69491
H 3.41858 -3.39653 2.88906
H 3.30775 -1.67707 2.38990
H 4.77597 -2.57048 2.17318
H 3.51928 -2.17874 0.08719
H 3.39428 -5.15305 0.72250
H 4.94285 -4.31427 0.43551
H 4.47198 -4.89102 -2.97924
H 5.03537 -5.87827 -1.60341
H 5.60398 -4.23286 -1.75451
H 1.49937 -3.20504 -0.28009
H 1.33139 -2.37508 1.11931
*
```

molecular weight: 632.966 g mol⁻¹
Kohn-Sham gap: 8.94 eV
lowest unoccupied orbital energy: 0.24 eV
structure (SMILES): COC[C@H](C)N.COC[C@H](C)N.COC[C@H](C)N.COC[C@H](C)N.CCO.CCO.CCO.CCO.CCO.CCO
ΔE to the lowest compared entry with this formula, charge and spin: 66.2 kJ/mol

Here are the Mulliken charges for atoms 1 to 2, given in e:
1. C -1.175
2. C 1.576


Entry 4:
CH4FNO | ωB97M-V/def2-TZVPD

The geometry in ORCA input format:
```
! wB97M-V def2-TZVPD RIJCOSX def2/J DEFGRID3
* xyz 0 1
C -0.13609 0.17047 0.95584
N 0.47747 -0.74153 -1.12142
O 0.86715 -0.30569 0.07838
F 1.44072 -0.18576 -1.87863
H 0.30540 0.80870 1.75271
H -0.82836 -0.53192 1.40375
H -0.89879 0.55791 -0.05788
H -1.22750 0.22782 -1.13275
*
```

molecular weight: 65.047 g mol⁻¹
Kohn-Sham gap (alpha / beta): 8.89 / 8.94 eV
lowest unoccupied orbital energy (alpha / beta): -0.73 / -0.31 eV
ΔE to the lowest compared entry with this formula, charge and spin: 722.7 kJ/mol

Here are the Mulliken charges for atoms 1 to 2, given in e:
1. C -0.272
2. N -0.098